Entry 1:
DFT (ωB97M-V/def2-TZVPD) results for a 2-piece molecular cluster, C3H10N2S overall at a distorted geometry.

## Properties
- calculated total energy (a.u.) = -627.9468
- M (g mol⁻¹) = 106.2
- E_LUMO (eV) = 0.853
- structure (SMILES) = [H]/N=C/N.CSC
- net charge = 0
- relative energy (zero: lowest compared OMol25 entry of this formula, charge and spin) (kcal/mol) = 30.0

Geometry as XYZ:
```
16
Properties=species:S:1:pos:R:3:forces:R:3:mulliken_charge:R:1
H 2.616071 1.455729 -0.321392 1.4 0.0 0.4 0.210
N 2.373596 0.763314 0.370485 -1.8 -0.2 0.6 -0.635
C 2.479439 -0.449407 -0.009010 0.3 1.5 -1.3 0.049
N 1.507511 -1.363686 0.187249 0.6 -0.8 1.0 -0.344
H 3.340780 -0.729591 -0.611276 -0.2 -0.6 -0.7 0.330
H 1.556344 -2.279296 -0.224346 0.3 -0.1 0.3 0.187
H 0.953283 -1.245904 1.019358 -0.3 0.0 -0.2 0.247
C -2.075930 1.345212 -0.905140 0.3 0.8 -0.4 -0.766
S -1.352428 -0.248306 -0.497203 -0.4 0.4 0.3 -0.029
C -1.116448 0.062340 1.288753 -0.1 -0.2 -0.8 -1.031
H -2.221502 1.915201 0.009511 -0.2 -0.1 0.0 0.229
H -1.375608 1.927194 -1.505634 0.0 0.0 0.0 0.259
H -3.010222 1.320403 -1.463116 -0.1 -0.4 0.1 0.304
H -1.993625 0.582209 1.664766 -0.1 -0.3 0.2 0.407
H -0.235828 0.670432 1.493998 0.2 -0.2 -0.1 0.309
H -1.049624 -0.957601 1.661092 0.0 0.2 0.7 0.275
```
Positions in Å, forces in eV/Å.


Entry 2:
DFT (ωB97M-V/def2-TZVPD) results for C18H45MgN9O8 as an isolated structure at a distorted geometry.

## Properties
- calculated total energy (a.u.) = -2007.4615
- M (g mol⁻¹) = 539.9
- ⟨S²⟩ = 0.75
- E_LUMO (alpha / beta) (eV) = -2.310 / -6.748
- 2S+1 = 2
- net charge = +1

Geometry as XYZ:
```
81
Properties=species:S:1:pos:R:3:forces:R:3:mulliken_charge:R:1
Mg -9.527910 -29.676620 -15.569980 2.7 1.4 0.9 0.616
C -5.143290 -28.828960 -14.917460 -1.4 -0.6 1.5 -1.625
C -6.241530 -29.904040 -15.316750 -1.2 1.8 -2.5 1.020
C -6.428310 -31.050060 -14.426420 0.6 0.2 1.9 -1.617
O -7.556270 -29.340820 -15.641010 1.0 -0.5 0.5 -0.756
H -5.225400 -28.578720 -13.859760 -0.4 0.1 0.3 0.369
H -5.293700 -27.869010 -15.411410 0.0 -0.2 -0.3 0.522
H -4.113080 -29.183720 -14.947540 0.0 -0.2 -0.7 0.424
H -5.781200 -30.317100 -16.214300 -0.3 -0.1 -0.8 0.206
H -5.413850 -31.340320 -14.153090 -0.1 -0.8 0.3 0.428
H -7.053540 -31.864800 -14.791650 0.4 0.0 -0.4 0.254
H -6.924390 -30.649590 -13.542320 0.0 -0.2 0.4 0.304
C -10.178290 -27.939080 -18.989220 0.3 0.4 0.1 1.093
C -10.073400 -28.626480 -17.632170 -1.2 2.1 -0.2 1.543
O -10.498700 -28.237130 -16.505750 -1.5 2.7 0.3 -0.907
O -9.563990 -29.710850 -17.609280 2.0 -5.0 -1.5 -0.771
H -9.215210 -27.846870 -19.491280 0.3 0.0 0.6 -1.072
H -10.615500 -26.941200 -18.954820 -0.3 -0.1 0.0 0.332
H -10.625120 -28.622860 -19.710950 -0.6 0.2 0.2 -0.455
C -10.445310 -27.729760 -13.176680 0.0 3.5 -2.4 0.643
O -9.815450 -28.599380 -13.638140 3.0 -6.1 -3.2 -0.548
N -10.552380 -26.550830 -13.768200 -0.2 3.0 -2.0 -0.377
N -11.070620 -27.762240 -12.096860 -3.2 -0.6 6.9 -0.382
H -10.550500 -26.527180 -14.777920 0.4 0.0 0.0 0.224
H -11.067110 -25.813030 -13.309070 0.0 -0.2 -0.4 0.172
H -11.368360 -26.870010 -11.728930 -0.2 -0.6 0.4 0.151
H -10.970290 -28.536840 -11.456520 0.1 0.2 -0.1 0.257
C -8.467050 -27.399420 -22.450210 -5.2 -0.5 1.0 0.619
O -9.464750 -28.135640 -22.586190 0.2 0.5 -0.3 -0.592
N -7.300420 -27.533070 -22.983100 3.5 -1.0 -1.5 -0.481
N -8.574400 -26.271590 -21.726340 0.8 0.8 0.8 -0.232
H -6.598120 -27.492000 -22.258400 0.9 0.1 -0.2 0.238
H -7.185590 -28.257370 -23.677580 0.0 -0.1 0.3 0.302
H -7.776630 -25.660670 -21.828520 -0.4 0.4 0.7 0.180
H -9.350120 -26.094710 -21.104190 0.8 -0.3 -0.3 0.153
C -11.166480 -31.219100 -20.847890 2.5 -2.8 -5.1 0.556
O -10.340070 -32.117930 -21.077240 -1.1 1.4 0.0 -0.688
N -11.490690 -30.806960 -19.705910 -1.3 1.7 7.2 -0.352
N -11.809040 -30.473130 -21.779570 -0.8 0.3 -3.1 -0.245
H -12.206780 -30.101320 -19.609010 0.3 -0.2 0.1 0.278
H -10.767140 -30.809140 -19.001230 -0.2 -0.3 0.3 0.137
H -11.778390 -30.751320 -22.750020 0.2 -0.2 0.2 0.211
H -12.591830 -29.869800 -21.571390 0.3 -0.3 0.2 0.139
C -5.336630 -27.601650 -19.039260 -2.9 0.1 2.0 0.545
O -5.178570 -27.479410 -20.209970 0.5 0.5 -3.4 -0.641
N -6.551680 -27.629460 -18.427400 -1.5 -0.1 -0.4 -0.348
N -4.410750 -27.603450 -18.122650 4.6 0.2 1.7 -0.327
H -7.362470 -27.620140 -19.029600 0.3 -0.4 0.3 0.153
H -6.606380 -28.058490 -17.514690 -0.6 -0.1 0.1 0.241
H -4.476280 -27.844060 -17.143920 -0.5 0.1 -0.4 0.021
H -3.513010 -27.236200 -18.404230 0.0 -0.5 0.0 0.198
C -14.001710 -27.593620 -20.985160 -0.5 1.3 -0.4 -1.946
C -14.097760 -26.050370 -21.482550 -0.8 -4.0 -0.2 1.081
C -14.532690 -25.197320 -20.315900 2.0 3.0 0.8 -1.030
C -14.170940 -23.653320 -20.637410 -1.4 -1.5 0.6 -0.961
C -12.699020 -23.516650 -21.022590 -0.8 0.4 -0.4 -1.009
C -12.257730 -24.375300 -22.238920 1.9 1.5 1.6 1.610
N -12.742830 -25.806490 -22.094490 -1.1 2.7 -1.5 1.160
O -12.294870 -26.588370 -23.165360 -1.8 1.0 2.2 -0.330
C -12.763600 -23.697320 -23.494850 -0.5 -1.8 -2.0 -1.701
C -10.655970 -24.368300 -22.226380 -2.0 -1.1 -0.7 -2.130
C -15.213620 -25.970680 -22.597850 0.2 0.5 -0.9 -1.480
H -14.919140 -27.849310 -20.455030 -0.1 0.1 -0.2 0.396
H -13.199320 -27.724240 -20.259070 0.2 0.1 -0.2 0.377
H -13.916440 -28.238890 -21.859500 0.2 0.0 0.2 0.520
H -15.511010 -25.499190 -19.941920 -0.4 0.4 -0.9 0.565
H -13.964620 -25.282560 -19.389550 0.7 -0.9 -0.2 0.330
H -14.374950 -22.963930 -19.818120 0.1 -0.5 0.5 0.509
H -14.870500 -23.256320 -21.373000 0.4 -0.1 -0.6 0.346
H -11.952230 -23.535070 -20.228820 -0.4 -0.7 0.4 0.371
H -12.700650 -22.457610 -21.280520 0.7 0.0 -0.7 0.317
H -13.742630 -23.221170 -23.441290 0.4 0.4 0.4 0.319
H -11.985330 -23.160640 -24.037420 -0.1 0.7 0.7 0.396
H -12.921290 -24.468900 -24.248440 -0.2 -0.3 -0.1 0.472
H -10.290180 -25.061210 -22.984120 0.0 -0.1 0.2 0.637
H -10.231880 -23.415710 -22.543910 -0.3 0.2 0.7 0.430
H -10.415400 -24.744460 -21.232030 0.4 0.7 -0.2 0.256
H -15.116170 -25.048060 -23.170020 0.2 0.0 0.0 0.343
H -16.253040 -25.931520 -22.272000 0.3 0.0 1.1 0.375
H -15.272080 -26.775370 -23.330750 0.8 -0.2 0.1 0.365
H -11.582350 -27.014790 -22.683610 1.7 -1.4 -0.4 0.298
```
Positions in Å, forces in eV/Å.


Entry 3:
DFT (ωB97M-V/def2-TZVPD) results for an isolated ion of composition C6H10O and charge +1 at a distorted geometry.

## Properties
- calculated total energy (a.u.) = -309.4630
- M (g mol⁻¹) = 98.1
- ⟨S²⟩ = 0.75
- E_LUMO (alpha / beta) (eV) = -4.826 / -9.251
- 2S+1 = 2
- net charge = +1
- relative energy (zero: lowest compared OMol25 entry of this formula, charge and spin) (kcal/mol) = 51.6

Geometry as XYZ:
```
17
Properties=species:S:1:pos:R:3:forces:R:3:mulliken_charge:R:1
O -1.048551 1.740298 -2.511859 -0.5 0.6 -0.2 -0.386
C -0.284292 0.952552 -2.063175 1.5 -0.8 0.1 -0.027
C -0.724191 -0.327894 -1.393253 -1.5 0.3 -0.8 -0.775
C -0.931872 -0.132243 0.115610 1.9 -1.2 0.2 -0.370
C 0.400156 -0.196648 0.834005 -1.3 2.8 -3.7 0.025
C 0.562083 -0.798478 2.011819 0.6 -3.3 3.0 0.072
C 1.842971 -0.987407 2.712829 0.6 2.9 -0.3 -1.120
H 0.820538 1.082245 -2.109450 -0.1 0.4 -0.1 0.323
H -1.707199 -0.505300 -1.853355 0.0 -0.1 0.4 0.340
H -0.152315 -1.211296 -1.665931 0.5 0.1 0.3 0.425
H -1.403011 0.830148 0.323483 -0.2 0.2 0.1 0.381
H -1.538979 -0.956426 0.482650 -0.4 0.2 0.3 0.392
H 1.265403 0.309110 0.404545 -0.1 0.0 -0.2 0.306
H -0.317246 -1.350205 2.337396 0.0 0.1 0.6 0.346
H 1.750733 -0.650437 3.748966 -0.3 -1.1 0.4 0.361
H 2.560868 -0.206413 2.388097 -0.2 -0.4 -0.5 0.353
H 2.364175 -1.925178 2.543303 -0.4 -0.5 0.4 0.354
```
Positions in Å, forces in eV/Å.


Entry 4:
DFT (ωB97M-V/def2-TZVPD) results for C46H36BrF4FeN5O3PS2 as an isolated structure at a distorted geometry.

## Properties
- calculated total energy (a.u.) = -7648.8504
- M (g mol⁻¹) = 1013.7
- E_LUMO (eV) = -2.339
- net charge = +1
- relative energy (zero: lowest compared OMol25 entry of this formula, charge and spin) (kcal/mol) = 0.0

Geometry as XYZ:
```
99
Properties=species:S:1:pos:R:3:forces:R:3:mulliken_charge:R:1
Fe 0.444865 -0.582119 0.241987 0.7 -0.5 -0.6 -0.276
O -2.527285 -2.001448 2.528442 0.0 0.1 -0.1 -0.671
C -1.802289 -1.544113 1.675626 0.1 0.0 0.0 -0.371
N -0.512873 -1.084811 1.807127 -0.3 0.0 0.3 0.961
C 0.074761 -0.808361 3.008688 0.1 -0.1 0.0 -0.021
O -0.423416 -0.747972 4.111768 0.1 -0.1 0.0 -0.687
C 1.557716 -0.547534 2.804664 0.0 -0.1 -0.1 1.003
C 2.399596 -0.453076 3.894625 0.0 0.0 0.0 -1.008
C 3.756946 -0.292413 3.674242 0.0 0.0 0.0 -1.119
C 4.216269 -0.226370 2.367895 0.0 0.0 0.0 -0.893
C 3.304098 -0.316126 1.330296 0.0 0.0 0.0 -0.634
N 1.996964 -0.477543 1.531912 -0.2 0.4 0.5 1.992
C -2.219855 -1.486499 0.224140 0.0 -0.1 0.0 0.339
C -3.460098 -1.951362 -0.159879 0.0 0.0 0.0 -0.757
C -3.779549 -1.963235 -1.508573 0.0 0.0 0.0 -0.828
C -2.849512 -1.481812 -2.411004 0.0 0.0 0.0 -0.997
C -1.643403 -0.997890 -1.936412 0.2 0.0 -0.2 -0.555
N -1.310320 -1.018149 -0.650547 -0.2 0.2 0.2 1.814
H 1.963364 -0.513204 4.882226 0.0 0.0 0.0 0.650
H 4.447859 -0.223521 4.504171 0.0 0.0 0.0 0.520
H 5.267549 -0.109322 2.145218 0.0 0.0 0.0 0.549
H 3.637625 -0.271777 0.301161 0.0 0.0 0.0 0.329
H -4.128471 -2.312917 0.608863 0.0 0.0 0.0 0.622
H -4.736530 -2.338890 -1.845775 0.0 0.0 0.0 0.535
H -3.046372 -1.464036 -3.473810 0.0 0.0 0.0 0.598
H -0.904552 -0.588867 -2.615108 0.0 0.0 0.0 0.377
F 4.645044 -1.914820 -5.212963 0.0 0.0 0.0 -0.285
C 3.891249 -2.083918 -4.141187 0.0 0.0 0.0 0.456
C 3.648073 -3.354083 -3.651578 0.0 0.0 0.0 0.375
F 4.168302 -4.409318 -4.257619 0.0 0.0 0.0 -0.287
C 2.852920 -3.509543 -2.526701 0.0 -0.1 0.0 0.123
F 2.628204 -4.756165 -2.115389 0.1 0.0 0.0 -0.399
C 2.292554 -2.432503 -1.851409 0.0 0.0 0.0 -0.366
P 1.222154 -2.665084 -0.370681 -0.1 0.3 -0.1 1.584
C 2.259006 -3.504611 0.867440 0.0 -0.1 0.0 1.167
C 1.696279 -3.661987 2.136728 0.0 -0.1 0.0 -0.332
C 2.407969 -4.278852 3.153104 0.0 0.0 0.0 -1.170
C 3.700221 -4.727802 2.922020 0.0 0.0 0.0 -0.820
C 4.276289 -4.553905 1.673119 0.0 0.0 0.0 -0.836
C 3.560249 -3.949328 0.649835 0.0 0.1 0.0 -0.955
C 0.021417 -3.907165 -0.954366 -0.1 0.0 0.1 0.666
C -0.659374 -4.681765 -0.016497 0.0 0.0 0.0 -0.432
C -1.649190 -5.564551 -0.422157 0.0 0.0 0.0 -0.771
C -1.968824 -5.683711 -1.766477 0.0 0.0 0.0 -0.652
C -1.301214 -4.909545 -2.703926 0.0 0.0 0.0 -0.871
C -0.317798 -4.019749 -2.300167 0.0 0.0 0.0 -0.300
C 2.527843 -1.166033 -2.392970 -0.1 0.0 0.1 -0.276
Br 1.706948 0.398690 -1.684474 0.0 -0.3 -0.1 -0.007
C 3.319695 -0.990565 -3.509579 0.0 0.0 0.0 0.098
F 3.534471 0.222124 -4.012973 0.0 0.0 0.0 -0.317
H 0.696925 -3.299165 2.336941 0.0 0.0 0.0 0.229
H 1.951241 -4.398957 4.126913 0.0 0.0 0.0 0.511
H 4.258794 -5.205753 3.715930 0.0 0.0 0.0 0.411
H 5.287577 -4.891917 1.489071 0.0 0.0 0.0 0.464
H 4.043857 -3.812279 -0.305986 0.0 0.0 -0.1 0.352
H -0.417277 -4.613167 1.035785 0.0 0.0 0.0 0.306
H -2.165805 -6.162887 0.316549 0.0 0.0 0.0 0.479
H -2.733757 -6.380461 -2.082953 0.0 0.0 0.0 0.415
H -1.542628 -4.998917 -3.755254 0.0 0.0 0.0 0.444
H 0.187814 -3.419582 -3.047919 0.0 0.0 0.0 0.429
O 0.165460 1.422484 0.503079 -0.2 0.2 0.2 -0.134
S -0.776522 2.078337 1.507925 0.1 0.0 -0.1 -0.371
C 0.267358 2.473556 2.907074 -0.1 -0.1 0.0 0.613
C 1.606285 2.780732 2.708816 0.0 0.1 0.0 -0.282
C 2.387584 3.093394 3.807079 0.0 0.0 0.0 -0.798
C 1.830682 3.087705 5.082537 0.0 0.0 0.0 -0.577
C 0.495547 2.761991 5.265350 0.0 0.0 0.0 -0.816
C -0.298270 2.446306 4.170008 0.0 -0.1 0.0 -0.257
C -0.972423 3.753531 0.912486 0.1 -0.1 -0.1 1.003
C -0.029124 4.302095 0.059838 0.0 0.0 0.0 -0.096
C -0.191317 5.614273 -0.360600 0.0 0.0 0.0 -0.995
C -1.287734 6.354140 0.072055 0.0 0.0 0.0 -0.537
C -2.226626 5.783041 0.919853 0.0 0.0 0.0 -0.794
C -2.073995 4.469961 1.343975 0.0 0.0 0.0 -0.192
H 2.025790 2.758862 1.710810 0.0 0.0 0.0 0.341
H 3.433070 3.338348 3.671371 0.0 0.0 0.0 0.456
H 2.446260 3.330888 5.938770 0.0 0.0 0.0 0.450
H 0.071033 2.737636 6.259756 0.0 0.0 0.0 0.442
H -1.330920 2.148470 4.303818 0.0 0.0 0.0 0.449
H 0.805665 3.704076 -0.281474 0.0 0.0 0.0 0.091
H 0.540479 6.062355 -1.020563 0.0 0.0 0.0 0.427
H -1.408355 7.379182 -0.253571 0.0 0.0 0.0 0.474
H -3.084402 6.355367 1.246490 0.0 0.0 0.0 0.454
H -2.816332 4.006182 1.981806 0.0 0.0 0.0 0.483
S -2.924761 1.917023 -1.140079 -0.1 -0.1 0.0 -0.305
C -3.319278 2.990314 -2.375683 0.0 0.1 0.0 0.239
N -4.272752 2.695774 -3.277843 0.0 0.0 0.0 -0.085
C -4.726194 3.597053 -4.329404 0.0 0.0 0.0 -0.654
C -4.492110 5.033211 -3.894078 0.0 0.0 0.0 -0.622
C -3.036304 5.187260 -3.491039 0.0 0.0 0.0 -0.629
N -2.702681 4.177498 -2.496254 0.0 0.0 0.0 0.133
H -4.737877 1.817845 -3.124486 0.0 0.0 0.0 0.243
H -5.783974 3.410130 -4.508734 0.0 0.0 0.0 0.384
H -4.190912 3.395147 -5.262162 0.0 0.0 0.0 0.273
H -5.132296 5.264192 -3.040106 0.0 0.0 0.0 0.306
H -4.739957 5.720272 -4.701657 0.0 0.0 0.0 0.362
H -2.849292 6.168347 -3.055314 0.0 0.0 0.0 0.339
H -2.390007 5.085995 -4.368378 0.0 0.0 0.0 0.285
H -2.033095 4.387658 -1.773625 0.0 0.0 0.0 -0.011
```
Positions in Å, forces in eV/Å.